{
  "formula": "C25H46F3N5O5S",
  "method": "wB97M-V/def2-TZVPD",
  "species": ["C", "O", "C", "C", "N", "H", "H", "C", "C", "O", "C", "H", "H", "H", "H", "H", "H", "H", "H", "H", "H", "H", "H", "H", "H", "C", "F", "F", "F", "S", "O", "O", "O", "C", "C", "N", "C", "C", "C", "C", "H", "H", "H", "H", "H", "H", "H", "H", "H", "H", "H", "H", "H", "H", "H", "N", "C", "C", "C", "C", "H", "H", "H", "H", "H", "N", "C", "C", "C", "C", "H", "H", "H", "H", "H", "N", "C", "C", "C", "C", "H", "H", "H", "H", "H"],
  "xyz": [[-3.89, 1.47, 3.89], [-3.29, 2.53, 3.15], [-3.89, 3.87, 3.18], [-2.85, 5.01, 2.85], [-2.09, 4.51, 1.61], [-1.54, 3.72, 1.94], [-2.68, 3.93, 1.03], [-1.27, 5.43, 0.70], [-0.32, 6.41, 1.26], [0.51, 5.69, 2.24], [1.70, 6.32, 2.65], [-3.89, 1.64, 4.97], [-3.15, 0.68, 3.81], [-4.87, 1.18, 3.51], [-4.12, 4.01, 4.24], [-4.74, 3.95, 2.50], [-2.16, 5.27, 3.65], [-3.42, 5.89, 2.54], [-2.08, 5.81, 0.08], [-0.81, 4.84, -0.08], [-0.80, 7.34, 1.56], [0.46, 6.69, 0.55], [2.50, 6.24, 1.91], [2.04, 5.92, 3.61], [1.56, 7.40, 2.68], [-2.77, -2.36, -0.39], [-4.01, -2.11, 0.04], [-1.90, -2.41, 0.63], [-2.79, -3.54, -1.00], [-2.21, -1.08, -1.58], [-1.84, 0.09, -0.80], [-1.13, -1.53, -2.44], [-3.39, -0.84, -2.42], [8.56, -1.23, 1.34], [8.35, -2.50, 0.43], [7.45, -2.45, -0.75], [8.13, -1.51, -1.60], [7.56, -1.39, -3.10], [6.08, -1.80, -0.42], [5.33, -2.54, 0.60], [9.06, -0.37, 0.89], [9.21, -1.45, 2.19], [7.64, -0.83, 1.75], [9.34, -2.87, 0.15], [8.17, -3.26, 1.19], [8.22, -0.49, -1.23], [9.18, -1.79, -1.66], [6.47, -1.47, -3.12], [7.77, -0.34, -3.28], [7.92, -1.99, -3.94], [5.39, -1.81, -1.26], [6.14, -0.75, -0.13], [5.14, -3.55, 0.23], [4.42, -1.97, 0.81], [5.87, -2.54, 1.54], [-0.86, -6.68, -6.75], [-1.32, -6.16, -5.55], [-2.74, -5.95, -5.76], [-2.93, -6.23, -7.16], [-1.72, -6.51, -7.66], [0.02, -7.13, -6.95], [-0.72, -6.01, -4.66], [-3.49, -5.74, -5.02], [-3.91, -6.15, -7.60], [-1.59, -6.81, -8.69], [-9.95, 0.90, -2.28], [-10.76, 0.27, -3.19], [-10.09, -0.73, -3.87], [-8.76, -0.81, -3.30], [-8.75, 0.16, -2.32], [-10.23, 1.46, -1.49], [-11.74, 0.71, -3.28], [-10.34, -1.26, -4.78], [-7.97, -1.53, -3.47], [-8.05, 0.32, -1.52], [0.94, 0.22, 4.45], [2.12, 0.89, 4.42], [2.85, 0.41, 5.61], [2.08, -0.48, 6.20], [0.94, -0.64, 5.51], [0.23, 0.14, 3.73], [2.28, 1.67, 3.70], [3.76, 0.79, 6.05], [2.37, -0.99, 7.11], [0.07, -1.21, 5.83]],
  "mulliken_charge": [-0.77, -0.27, -0.56, -0.52, -0.24, 0.42, 0.44, -0.96, -0.40, -0.30, -0.79, 0.34, 0.23, 0.30, 0.42, 0.38, 0.34, 0.35, 0.45, 0.45, 0.34, 0.45, 0.31, 0.24, 0.34, 0.59, -0.22, -0.22, -0.22, 1.07, -0.66, -0.66, -0.68, -1.05, -0.74, -0.13, -0.49, -1.08, -0.25, -1.35, 0.30, 0.42, 0.25, 0.45, 0.35, 0.27, 0.46, 0.27, 0.30, 0.32, 0.36, 0.33, 0.31, 0.40, 0.30, 0.01, -0.58, -0.25, -0.44, -0.42, 0.21, 0.38, 0.38, 0.36, 0.34, -0.05, -0.48, -0.46, -0.29, -0.50, 0.25, 0.37, 0.36, 0.41, 0.39, 0.05, -0.56, -0.43, -0.27, -0.52, 0.23, 0.41, 0.37, 0.38, 0.34],
  "gap_ev": 6.3,
  "e_tot_ha": -2327.63400,
  "homo_energy_ev": -7.21
}

=====

{
  "formula": "C25H46HfO2P2",
  "method": "wB97M-V/def2-TZVPD",
  "species": ["Hf", "C", "C", "C", "C", "C", "C", "H", "H", "H", "C", "H", "H", "H", "C", "H", "H", "H", "C", "H", "H", "H", "C", "H", "H", "H", "C", "C", "C", "C", "C", "C", "C", "C", "H", "H", "H", "H", "H", "H", "H", "H", "H", "H", "H", "H", "P", "C", "H", "H", "H", "C", "H", "H", "H", "C", "H", "H", "H", "P", "C", "H", "H", "H", "C", "H", "H", "H", "C", "H", "H", "H", "O", "C", "O", "H"],
  "xyz": [[0.06, -0.47, -1.14], [-1.89, 1.66, 0.19], [-2.17, 0.75, -0.89], [-2.09, -0.39, 1.14], [-1.97, 0.97, 1.40], [-2.26, -0.57, -0.28], [-1.82, 3.13, 0.04], [-1.45, 3.37, -0.97], [-1.14, 3.56, 0.79], [-2.82, 3.61, 0.16], [-2.08, 1.60, 2.76], [-1.87, 2.68, 2.73], [-1.40, 1.12, 3.48], [-3.10, 1.53, 3.15], [-2.36, -1.43, 2.14], [-3.40, -1.39, 2.50], [-1.69, -1.34, 3.01], [-2.21, -2.42, 1.70], [-2.86, -1.77, -0.93], [-3.94, -1.65, -1.14], [-2.71, -2.68, -0.34], [-2.37, -1.92, -1.89], [-2.94, 1.20, -2.09], [-3.97, 1.49, -1.82], [-3.02, 0.42, -2.85], [-2.47, 2.08, -2.55], [1.80, 0.39, -2.29], [0.57, 1.22, -2.47], [-0.05, 1.40, -3.84], [-0.93, 0.29, -4.38], [-0.96, -0.98, -3.55], [0.20, -1.75, -3.42], [1.46, -1.36, -4.19], [2.36, -0.34, -3.50], [0.71, 1.67, -4.59], [-0.68, 0.07, -5.44], [-0.67, 2.31, -3.81], [2.74, 0.40, -4.23], [2.65, 0.93, -1.80], [0.65, 2.20, -1.95], [3.28, -0.86, -3.18], [2.06, -2.27, -4.31], [0.06, -2.88, -3.40], [1.27, -1.05, -5.23], [-1.97, 0.66, -4.43], [-1.95, -1.54, -3.67], [1.82, 2.25, 0.14], [1.40, 2.89, 1.77], [2.27, 3.38, 2.21], [1.09, 2.05, 2.41], [0.58, 3.60, 1.70], [3.52, 1.68, 0.49], [4.09, 2.49, 0.96], [4.02, 1.34, -0.42], [3.45, 0.83, 1.18], [2.18, 3.80, -0.75], [2.44, 3.60, -1.80], [3.00, 4.36, -0.27], [1.27, 4.41, -0.76], [0.89, -3.00, -0.89], [-0.19, -4.36, -1.35], [0.45, -5.21, -1.62], [-0.89, -4.10, -2.14], [-0.78, -4.60, -0.45], [2.52, -3.19, -1.66], [2.54, -2.96, -2.73], [2.86, -4.22, -1.48], [3.16, -2.46, -1.15], [1.40, -3.64, 0.74], [1.56, -4.73, 0.62], [0.61, -3.47, 1.50], [2.34, -3.17, 1.09], [0.83, 0.07, 2.85], [1.27, -0.61, 1.93], [0.87, -0.52, 0.64], [2.06, -1.37, 2.06]],
  "mulliken_charge": [0.43, 0.70, 1.48, 0.12, 1.30, 0.27, -2.03, 0.25, 0.35, 0.42, -1.90, 0.44, 0.34, 0.40, -1.91, 0.36, 0.38, 0.43, -0.46, 0.34, 0.39, -0.28, -1.87, 0.39, 0.40, 0.42, 0.92, 1.31, -1.45, -1.65, -0.59, 0.16, -1.72, -1.37, 0.46, 0.57, 0.62, 0.55, -0.58, -0.31, 0.55, 0.67, 0.53, 0.41, 0.54, 0.62, 0.89, -1.22, 0.55, 0.23, 0.42, -1.51, 0.54, 0.41, 0.34, -1.33, 0.33, 0.48, 0.36, 1.45, -1.61, 0.48, 0.41, 0.43, -1.17, 0.00, 0.62, 0.27, -1.66, 0.54, 0.40, 0.36, -0.48, -0.61, 0.42, 0.26],
  "gap_ev": [4.6, 4.8],
  "e_tot_ha": -1860.71599,
  "charge": 2,
  "de_lowest_kj_mol": 340.92,
  "homo_energy_ev": [-13.67, -13.71]
}

=====

{
  "formula": "C25H46IrP2",
  "method": "wB97M-V/def2-TZVPD",
  "species": ["Ir", "C", "C", "C", "C", "C", "C", "H", "H", "H", "C", "H", "H", "H", "C", "H", "H", "H", "C", "H", "H", "H", "C", "H", "H", "H", "C", "C", "C", "C", "C", "C", "C", "C", "H", "H", "H", "H", "H", "H", "H", "H", "H", "H", "H", "H", "P", "P", "C", "C", "H", "H", "H", "H", "C", "H", "H", "H", "C", "H", "H", "H", "C", "H", "H", "H", "C", "H", "H", "H", "C", "H", "H", "H"],
  "xyz": [[-0.84, -0.44, -1.85], [-0.46, -2.18, 2.77], [0.89, -2.25, 2.31], [0.80, -0.68, 3.99], [-0.51, -1.20, 3.81], [1.65, -1.30, 3.05], [-1.56, -3.10, 2.41], [-1.29, -3.73, 1.56], [-2.49, -2.58, 2.13], [-1.78, -3.75, 3.26], [-1.68, -0.92, 4.66], [-2.63, -1.00, 4.10], [-1.63, 0.09, 5.09], [-1.74, -1.64, 5.50], [1.25, 0.17, 5.12], [1.45, -0.45, 6.01], [0.49, 0.91, 5.42], [2.18, 0.68, 4.88], [3.12, -1.19, 2.97], [3.60, -1.94, 3.62], [3.50, -0.20, 3.27], [3.48, -1.38, 1.95], [1.48, -3.24, 1.38], [2.14, -3.93, 1.92], [2.09, -2.75, 0.60], [0.72, -3.84, 0.89], [-1.92, 0.95, -3.45], [-1.96, -0.58, -3.44], [-1.25, -1.34, -4.54], [0.27, -1.54, -4.26], [0.73, -0.99, -2.92], [0.76, 0.45, -2.74], [0.53, 1.38, -3.93], [-0.91, 1.54, -4.41], [-1.39, -0.87, -5.52], [0.86, -1.08, -5.07], [-1.71, -2.34, -4.58], [-1.00, 1.07, -5.40], [-2.95, 1.34, -3.58], [-2.96, -0.97, -3.17], [-1.12, 2.61, -4.59], [0.92, 2.37, -3.65], [1.50, 0.83, -2.03], [1.15, 1.03, -4.77], [0.50, -2.62, -4.29], [1.48, -1.57, -2.37], [-1.72, 1.74, -1.57], [1.37, 2.11, 0.77], [-0.78, 3.25, -1.06], [0.70, 3.22, -0.56], [-1.41, 3.74, -0.30], [-0.84, 3.88, -1.97], [1.36, 3.06, -1.43], [0.93, 4.22, -0.15], [1.74, 3.01, 2.30], [1.82, 2.30, 3.14], [0.92, 3.70, 2.50], [2.69, 3.55, 2.17], [3.00, 1.70, 0.03], [3.41, 2.59, -0.45], [2.91, 0.90, -0.72], [3.70, 1.35, 0.81], [-3.40, 1.78, -0.93], [-3.66, 0.81, -0.47], [-4.09, 1.98, -1.76], [-3.45, 2.60, -0.19], [-1.32, -2.26, -1.17], [-0.69, -2.56, -0.32], [-1.28, -3.02, -1.95], [-2.35, -2.17, -0.80], [-0.84, 0.13, 0.18], [-1.26, 1.10, 0.51], [0.22, 0.13, 0.52], [-1.39, -0.65, 0.74]],
  "mulliken_charge": [0.05, 0.79, 0.81, 0.69, 0.45, 0.49, -1.68, 0.39, 0.30, 0.42, -1.53, 0.36, 0.39, 0.29, -1.84, 0.35, 0.41, 0.35, -1.73, 0.34, 0.40, 0.37, -1.76, 0.38, 0.30, 0.41, -0.58, 0.01, -1.29, -0.72, -0.50, 0.66, -1.00, -0.94, 0.42, 0.33, 0.31, 0.31, 0.75, 0.73, 0.48, 0.26, -0.56, 0.51, 0.38, 0.60, 0.62, 1.14, -1.02, -1.08, 0.48, 0.54, 0.18, 0.63, -1.14, 0.13, 0.41, 0.43, -1.42, 0.48, 0.30, 0.42, -1.17, 0.30, 0.43, 0.44, -0.88, -0.26, 0.60, 0.37, -0.60, 0.40, -0.51, 0.46],
  "gap_ev": [6.8, 4.4],
  "e_tot_ha": -1766.67168,
  "spin_multiplicity": 5,
  "charge": 1,
  "de_lowest_kj_mol": 355.98,
  "homo_energy_ev": [-9.20, -9.14]
}